ORCA calculation (ωB97M-V/def2-TZVPD) on a gas-phase ion, C3H9N4 (charge +1) at a distorted geometry.

Last columns: bonded neighbours and bond lengths (Å).
Atoms and positions in Å:
1 H 1.26 1.75 2.74  N2 1.003
2 N 1.50 0.87 2.32  H1 1.003, N3 1.242
3 N 1.50 0.79 1.08  N2 1.242, C4 1.219
4 C 1.20 0.22 0.04  N3 1.219, N5 1.376, C6 1.609
5 N 1.74 0.34 -1.22  C4 1.376, H9 1.040, H10 1.040
6 C -0.13 -0.67 -0.06  C4 1.609, C7 1.569, N8 1.397, H11 1.101
7 C -1.24 0.31 -0.60  C6 1.569, H12 1.131, H13 1.213, H14 1.075
8 N -0.64 -1.22 1.12  C6 1.397, H15 0.936, H16 0.972
9 H 1.30 -0.13 -2.04  N5 1.040
10 H 2.44 1.09 -1.40  N5 1.040
11 H 0.27 -1.32 -0.85  C6 1.101
12 H -2.14 -0.29 -0.94  C7 1.131
13 H -0.73 1.12 -1.35  C7 1.213
14 H -1.66 0.75 0.28  C7 1.075
15 H -1.13 -0.61 1.63  N8 0.936
16 H 0.09 -1.61 1.63  N8 0.972

Results
**Kohn-Sham gap (spin up / spin down)**: 8.2 / 8.2 eV
**Charge**: +1
**SMILES string**: [H]/N=N/C(=[NH2+])[C@H](C)N
**E_LUMO (spin up / spin down)**: -6.2 / -6.2 eV
**Highest occupied orbital energy (spin up / spin down)**: -14.41 / -14.40 eV

Atom charges from the natural (NBO) analysis, given in e for atoms 1 to 6: atom 1 (H): 0.377, atom 2 (N): -0.151, atom 3 (N): -0.039, atom 4 (C): 0.425, atom 5 (N): -0.772, atom 6 (C): -0.036